Below is C34H22Cl3HgN9OSe as an isolated structure, with properties calculated with the ωB97M-V functional and the def2-TZVPD basis.

```
71
Properties=species:S:1:pos:R:3
Hg -0.96532 0.74765 -0.04652
Se 7.55878 -1.29948 -0.25482
N 6.28337 -1.45785 0.98828
C 5.17197 -1.03639 0.45169
C 3.88952 -1.02076 1.14427
C 3.75908 -1.49025 2.45067
C 2.51702 -1.46979 3.03714
C 1.43758 -0.98073 2.30159
N 1.54766 -0.52909 1.06112
C 2.75204 -0.54019 0.48435
C 2.85032 -0.02573 -0.90140
N 1.73923 0.46714 -1.45785
C 1.79624 0.87170 -2.71763
C 2.95171 0.82653 -3.49503
C 4.10771 0.35558 -2.91824
C 4.06619 -0.07896 -1.59567
C 5.25766 -0.57969 -0.91963
N 6.43444 -0.63662 -1.47720
H 4.63355 -1.86132 2.96879
H 2.35984 -1.82268 4.04685
H 0.44156 -0.95418 2.72352
H 0.87454 1.25594 -3.13638
H 2.92600 1.16408 -4.52184
H 5.04244 0.30851 -3.46113
C 1.59249 3.27680 4.20337
C 0.49218 2.70734 4.83127
C -0.40949 1.92409 4.12989
C -0.23988 1.69333 2.75683
C 0.86610 2.28383 2.12978
C 1.76740 3.05477 2.84349
N -1.09931 0.85577 2.05479
N -2.36217 0.84237 2.56524
C -3.22452 -0.01220 2.16405
C -4.62851 0.19458 2.48069
C -5.57129 -0.30458 1.66755
C -5.18574 -1.08358 0.50464
C -3.92547 -1.50851 0.37281
N -2.95528 -1.15794 1.34265
H 2.29742 3.88034 4.76031
H 0.33488 2.86535 5.89208
H -1.25253 1.47080 4.63089
H 1.02712 2.12811 1.06806
H 2.61269 3.49263 2.32543
H -4.85428 0.83386 3.32364
H -6.61927 -0.10913 1.85553
H -5.90839 -1.35161 -0.25246
H -3.59510 -2.14278 -0.44388
Cl -3.17571 -3.92946 -2.37542
C -0.62000 -3.44366 -2.90734
Cl -0.68867 -2.86298 -4.51589
Cl 0.12213 -4.95858 -2.63855
C -0.59560 -2.50513 -1.87173
N -0.60627 -1.74552 -1.00095
C -2.23689 -3.52450 1.26836
C -2.14008 -2.16317 1.89471
O -1.45328 -1.93500 2.86633
H -1.54634 -4.17814 1.79350
H -2.01837 -3.51705 0.20277
H -3.25552 -3.90595 1.36098
N -2.20903 3.21558 -7.00125
C -2.04445 2.81856 -5.93449
C -1.82783 2.32853 -4.59975
C -2.01811 0.97971 -4.30552
C -1.78775 0.51791 -3.01960
C -1.36369 1.37284 -2.00145
C -1.21301 2.72797 -2.31220
C -1.43017 3.20718 -3.59485
H -2.34312 0.29754 -5.08044
H -1.94508 -0.53163 -2.81672
H -0.90072 3.43126 -1.54928
H -1.29461 4.25662 -3.82285
```

Its spin multiplicity is 2. The calculation puts the LUMO energy (spin up / spin down) at 1.054 / 1.054 eV. Its total charge is -1. The value obtained for the gap between HOMO and LUMO (spin up / spin down) is 5.6 / 5.6 eV. The calculated total energy is -158161.902 eV. Its HOMO energy (spin up / spin down) is -0.168 / -0.168 Ha. As for the energy above the lowest of the compared OMol25 structures with the same formula, charge and spin: 18.53 kcal per mole.

Let us look at the Mulliken charges, expressed in e, one per atom: number 1, Hg, carries 1.15; number 2, Se, carries 0.18; number 3, N, carries -0.88; number 4, C, carries 1.14; number 5, C, carries 0.27; number 6, C, carries -0.83; number 7, C, carries -1.37; number 8, C, carries -0.35; number 9, N, carries 0.70; number 10, C, carries -0.41; number 11, C, carries -0.46; number 12, N, carries 0.69; number 13, C, carries 0.19; number 14, C, carries -0.99; number 15, C, carries -0.82; number 16, C, carries 0.41; number 17, C, carries 1.04; number 18, N, carries -0.89; number 19, H, carries 0.51; number 20, H, carries 0.51; number 21, H, carries 0.47; number 22, H, carries -0.15; number 23, H, carries 0.48; number 24, H, carries 0.51; number 25, C, carries -0.52; number 26, C, carries -0.61; number 27, C, carries -0.48; number 28, C, carries 0.60; number 29, C, carries -0.42; number 30, C, carries -0.78; number 31, N, carries 0.66; number 32, N, carries -0.93; number 33, C, carries 0.42; number 34, C, carries -0.97; number 35, C, carries -0.29; number 36, C, carries -0.68; number 37, C, carries -0.39; number 38, N, carries 0.58; number 39, H, carries 0.38; number 40, H, carries 0.35; number 41, H, carries 0.44; number 42, H, carries 0.11; number 43, H, carries 0.40; number 44, H, carries 0.42; number 45, H, carries 0.38; number 46, H, carries 0.48; number 47, H, carries 0.27; number 48, Cl, carries -0.57; number 49, C, carries 0.20; number 50, Cl, carries -0.15; number 51, Cl, carries -0.17; number 52, C, carries -0.21; number 53, N, carries -0.09; number 54, C, carries -1.32; number 55, C, carries 0.86; number 56, O, carries -0.67; number 57, H, carries 0.35; number 58, H, carries 0.15; number 59, H, carries 0.37; number 60, N, carries -0.56; number 61, C, carries -0.09; number 62, C, carries 0.65; number 63, C, carries -0.91; number 64, C, carries 0.29; number 65, C, carries -0.50; number 66, C, carries -0.02; number 67, C, carries -0.83; number 68, H, carries 0.47; number 69, H, carries 0.43; number 70, H, carries 0.39; number 71, H, carries 0.42